(1)
47
Properties=species:S:1:pos:R:3:nbo_charge:R:1 method="wB97M-V/def2-TZVPD" e_above_lowest_kcal_mol=72.8 e_homo_ev=-4.13 total_charge=-1 lumo_ev=-0.290 max_force_ev_per_a=3.03
N 6.06 1.36 5.03 -0.2766
C 5.02 1.09 4.59 0.2715
C 3.75 0.73 4.04 -0.1627
C 2.58 0.43 4.75 -0.1181
C 1.53 -0.30 4.11 0.0084
N 0.84 -1.22 5.00 0.4951
O 0.96 -0.99 6.23 -0.3965
O 0.19 -2.18 4.54 -0.3496
C 1.48 -0.46 2.70 -0.0696
C 2.71 -0.37 2.07 0.0352
N 3.27 -1.31 1.20 0.4233
O 2.78 -2.15 0.47 -0.3362
O 4.65 -1.31 1.44 -0.1415
N 5.01 -0.26 2.31 -0.0960
C 3.83 0.24 2.70 0.1262
H 2.56 0.56 5.84 0.2762
H 0.56 -0.68 2.17 0.2837
F 0.88 0.22 -1.41 -0.3605
C -0.12 0.87 -0.78 -0.5239
S -0.48 2.48 -1.56 2.0746
C -1.95 2.64 -2.62 -0.2586
C -3.13 3.03 -1.99 -0.1750
C -4.26 3.30 -2.76 -0.2247
C -4.21 3.18 -4.16 -0.2200
C -3.01 2.83 -4.78 -0.2291
C -1.86 2.58 -4.02 -0.1987
O -0.73 3.34 -0.41 -0.9523
O 0.57 2.74 -2.52 -0.9703
S -1.59 -0.11 -0.44 2.0810
C -1.11 -1.79 -0.82 -0.2266
C -1.66 -2.47 -1.91 -0.2109
C -1.14 -3.73 -2.23 -0.2201
C -0.14 -4.31 -1.44 -0.2125
C 0.35 -3.62 -0.33 -0.1997
C -0.12 -2.35 -0.02 -0.2070
O -1.98 -0.03 0.96 -0.9389
O -2.52 0.20 -1.52 -0.9825
H -3.15 3.15 -0.90 0.2422
H -5.17 3.60 -2.23 0.2056
H -5.12 3.35 -4.75 0.2026
H -2.94 2.73 -5.87 0.2045
H -0.90 2.35 -4.50 0.2394
H -2.45 -2.00 -2.50 0.2500
H -1.52 -4.24 -3.11 0.2085
H 0.26 -5.30 -1.68 0.2087
H 1.12 -4.05 0.30 0.2150
H 0.30 -1.76 0.80 0.2064



(2)
340
Properties=species:S:1:pos:R:3:lowdin_charge:R:1 method="wB97M-V/def2-TZVPD" e_above_lowest_kcal_mol=135.1 e_homo_ev=-8.56 lumo_ev=0.431 max_force_ev_per_a=4.19
C -7.12 6.55 27.93 -0.0182
C -8.07 7.77 27.98 -0.4502
C -8.07 8.62 29.26 -0.1270
O -8.22 7.80 30.47 -0.1884
C -9.53 7.55 30.75 -0.1496
N -8.01 8.64 26.85 0.0527
H -6.09 6.83 28.04 0.0727
H -7.28 6.11 26.92 0.0761
H -7.47 5.82 28.69 0.0493
H -9.02 7.23 27.86 0.0947
H -8.80 9.47 29.21 0.1038
H -7.12 9.05 29.31 0.1101
H -9.44 6.96 31.68 0.0889
H -10.16 6.99 30.00 0.0923
H -10.00 8.52 30.92 0.0731
H -8.34 9.57 26.97 0.0380
H -8.55 8.29 26.07 0.0681
C -15.35 -2.01 34.52 -0.0600
C -16.35 -1.37 33.61 -0.4003
C -15.79 -0.76 32.24 -0.1948
O -15.07 0.36 32.60 -0.1972
C -14.73 1.17 31.49 -0.0973
N -17.57 -2.14 33.32 0.0368
H -14.48 -1.37 34.70 0.0493
H -14.97 -2.91 34.09 0.0709
H -15.85 -2.28 35.44 0.0829
H -16.78 -0.60 34.18 0.1095
H -16.61 -0.44 31.62 0.0811
H -15.12 -1.50 31.61 0.1617
H -13.99 0.66 30.93 0.0714
H -14.38 2.17 31.76 0.0771
H -15.57 1.26 30.82 0.0644
H -18.06 -2.42 34.19 0.0867
H -17.37 -3.04 32.95 0.0533
C -14.73 10.93 32.95 -0.0471
C -14.15 9.50 33.05 -0.4409
C -12.82 9.46 33.79 -0.2338
O -11.86 10.00 32.97 -0.2033
C -10.66 10.23 33.61 -0.1251
N -15.14 8.69 33.78 0.0674
H -13.94 11.57 32.46 0.0788
H -14.92 11.29 33.96 0.0786
H -15.63 10.88 32.30 0.0795
H -13.96 9.14 32.00 0.1155
H -12.64 8.32 34.06 0.1491
H -12.92 10.03 34.76 0.1430
H -10.29 9.26 33.99 0.0726
H -10.66 10.92 34.48 0.1012
H -9.88 10.50 32.85 0.1029
H -16.07 8.97 33.48 0.0397
H -15.10 7.77 33.42 0.0314
C -14.60 1.58 24.37 -0.0408
C -13.77 2.54 25.29 -0.4408
C -14.22 2.75 26.69 -0.2008
O -15.62 3.08 26.72 -0.1977
C -15.99 3.69 27.92 -0.1365
N -12.31 2.28 25.26 0.0636
H -14.31 0.60 24.74 0.0659
H -14.26 1.63 23.33 0.0709
H -15.71 1.74 24.48 0.0895
H -13.94 3.58 24.82 0.1291
H -13.61 3.65 27.04 0.1291
H -13.99 1.84 27.26 0.1329
H -17.10 3.89 27.92 0.1081
H -15.43 4.65 27.98 0.0678
H -15.63 3.14 28.80 0.0746
H -11.86 3.13 25.38 -0.0112
H -12.07 1.87 24.35 0.0815
C -18.45 6.05 36.07 -0.0573
C -17.54 7.20 35.60 -0.4271
C -18.29 8.53 35.59 -0.2186
O -19.38 8.48 34.69 -0.2181
C -19.76 9.74 34.23 -0.1267
N -16.36 7.26 36.57 0.0254
H -18.73 6.15 37.08 0.0560
H -17.79 5.16 35.92 0.0847
H -19.37 5.96 35.44 0.0808
H -17.27 7.00 34.57 0.1010
H -17.61 9.31 35.21 0.1096
H -18.67 8.76 36.60 0.1387
H -20.79 9.73 33.79 0.0758
H -19.09 10.05 33.37 0.1000
H -19.89 10.48 35.06 0.0991
H -15.64 6.46 36.44 0.0697
H -15.85 8.12 36.31 0.0495
C -22.22 7.29 32.72 -0.0422
C -21.80 5.97 31.96 -0.3694
C -22.62 5.73 30.64 -0.2108
O -23.99 5.64 30.98 -0.1978
C -24.86 6.47 30.20 -0.1160
N -20.39 6.02 31.57 0.0453
H -23.28 7.26 32.99 0.0749
H -21.94 8.22 32.14 0.0911
H -21.67 7.38 33.65 0.0468
H -22.06 5.06 32.60 0.1456
H -22.30 4.89 30.05 0.1015
H -22.41 6.58 29.96 0.1207
H -25.78 6.71 30.77 0.0866
H -25.16 6.14 29.16 0.0955
H -24.36 7.44 30.02 0.0757
H -19.84 6.40 32.28 0.0400
H -19.95 5.10 31.44 0.0661
C -8.94 4.97 23.00 -0.0787
C -10.07 4.59 23.97 -0.3885
C -10.30 5.72 24.97 -0.2004
O -11.20 5.21 25.92 -0.2069
C -11.32 5.90 27.11 -0.1148
N -11.26 4.30 23.08 0.0495
H -7.94 5.28 23.43 0.0949
H -9.33 5.81 22.38 0.0810
H -8.78 4.16 22.29 0.0719
H -9.81 3.65 24.53 0.1477
H -10.70 6.62 24.43 0.1169
H -9.35 5.94 25.42 0.0994
H -11.34 7.00 26.95 0.0812
H -10.59 5.60 27.89 0.0823
H -12.33 5.60 27.52 0.0873
H -11.51 4.99 22.40 0.0349
H -12.11 3.90 23.48 0.0324
C -21.52 1.91 31.14 -0.0467
C -20.29 1.10 31.31 -0.5249
C -19.29 1.81 32.13 -0.1760
O -18.96 3.09 31.53 -0.2061
C -17.72 3.11 30.89 -0.1045
N -20.62 -0.14 31.88 0.0476
H -21.90 2.22 32.12 0.0986
H -22.24 1.27 30.59 0.0988
H -21.26 2.71 30.46 0.0659
H -19.77 0.90 30.40 0.1177
H -18.39 1.19 32.15 0.1137
H -19.61 1.94 33.14 0.1246
H -17.69 4.10 30.42 0.0779
H -17.76 2.37 30.12 0.0720
H -16.84 3.06 31.57 0.0919
H -21.33 -0.11 32.63 0.0882
H -19.87 -0.71 32.27 0.0564
C -12.90 12.02 29.60 -0.0510
C -12.33 10.80 28.81 -0.3895
C -10.89 11.08 28.37 -0.2015
O -10.13 11.45 29.53 -0.2325
C -8.87 12.06 29.22 -0.0919
N -12.45 9.48 29.53 0.0508
H -12.21 12.29 30.40 0.0659
H -13.96 11.78 29.87 0.0839
H -12.86 12.95 29.03 0.0677
H -12.91 10.58 27.92 0.1145
H -10.85 11.96 27.68 0.1312
H -10.50 10.18 27.92 0.0971
H -8.26 11.92 30.11 0.0923
H -9.02 13.11 28.97 0.0905
H -8.45 11.58 28.33 0.0762
H -13.46 9.18 29.54 0.0584
H -12.17 9.59 30.54 0.0605
C -18.17 -2.18 29.69 -0.0718
C -18.12 -2.13 28.19 -0.4744
C -17.65 -0.76 27.67 -0.1888
O -18.55 0.32 27.87 -0.2207
C -18.80 1.32 26.92 -0.0989
N -17.22 -3.12 27.65 0.0174
H -17.19 -2.29 30.18 0.0630
H -18.79 -2.98 30.12 0.0870
H -18.50 -1.17 30.03 0.0672
H -19.14 -2.37 27.75 0.1532
H -17.38 -0.93 26.60 0.1259
H -16.73 -0.52 28.30 0.1365
H -19.70 1.82 27.29 0.0900
H -19.08 0.84 25.93 0.0996
H -17.91 1.94 26.72 0.0666
H -17.53 -3.38 26.69 0.0963
H -17.25 -4.01 28.09 0.0546
C -7.89 8.70 35.95 -0.0397
C -7.65 7.72 34.76 -0.4419
C -6.18 7.72 34.28 -0.1977
O -5.60 9.01 34.03 -0.1908
C -6.04 9.53 32.77 -0.0859
N -8.09 6.38 35.02 0.0655
H -7.33 9.63 35.80 0.0724
H -7.58 8.10 36.83 0.0672
H -8.97 8.91 36.13 0.0657
H -8.20 8.13 33.87 0.1104
H -6.12 7.07 33.43 0.1017
H -5.49 7.22 35.00 0.1342
H -5.94 10.62 32.83 0.0946
H -7.04 9.23 32.52 0.0586
H -5.35 9.12 32.07 0.0781
H -7.47 5.87 35.62 0.0515
H -8.98 6.38 35.49 0.0499
C -6.99 5.27 38.69 -0.0594
C -7.56 4.00 38.21 -0.4289
C -7.47 2.79 39.20 -0.1705
O -6.13 2.47 39.58 -0.2051
C -6.03 1.39 40.51 -0.0999
N -8.93 4.12 37.72 0.0625
H -5.98 5.02 39.06 0.0912
H -7.46 5.78 39.53 0.0828
H -6.92 5.98 37.88 0.0533
H -7.06 3.77 37.30 0.1069
H -7.90 1.93 38.73 0.0973
H -7.98 2.94 40.12 0.1067
H -6.85 1.42 41.25 0.0873
H -5.04 1.52 40.92 0.0837
H -6.14 0.42 40.00 0.0769
H -9.11 3.54 36.90 0.0250
H -9.62 4.03 38.45 0.0598
C -6.42 2.00 33.86 -0.0683
C -7.71 1.66 34.50 -0.4921
C -7.37 0.97 35.79 -0.2296
O -6.79 -0.30 35.60 -0.1724
C -6.37 -0.75 36.85 -0.1277
N -8.49 2.80 34.75 0.0830
H -5.71 1.19 34.02 0.0804
H -5.91 2.91 34.32 0.1099
H -6.50 2.20 32.79 0.0601
H -8.17 0.85 33.92 0.1193
H -8.27 0.89 36.45 0.1313
H -6.57 1.56 36.29 0.1284
H -5.57 -0.15 37.29 0.0864
H -5.97 -1.75 36.75 0.0918
H -7.17 -0.68 37.54 0.0694
H -8.30 3.51 33.96 0.0737
H -9.45 2.62 34.65 0.0241
C -15.67 4.61 21.89 -0.0709
C -15.21 6.00 21.64 -0.4699
C -16.00 7.01 22.43 -0.1759
O -15.47 8.29 22.02 -0.2198
C -16.03 9.40 22.75 -0.1012
N -13.75 6.06 21.87 0.0523
H -16.73 4.46 21.72 0.0832
H -15.35 4.32 22.88 0.0603
H -15.06 4.10 21.11 0.0984
H -15.32 6.27 20.55 0.1570
H -15.88 6.89 23.52 0.1304
H -17.08 7.00 22.12 0.1403
H -16.07 9.13 23.81 0.0528
H -17.06 9.66 22.51 0.0889
H -15.44 10.34 22.78 0.0927
H -13.37 5.62 22.82 0.0997
H -13.52 7.01 21.99 0.0100
C -16.75 7.60 31.11 -0.0479
C -17.57 7.96 29.83 -0.4215
C -16.57 8.18 28.66 -0.2399
O -17.28 8.64 27.54 -0.1775
C -16.33 9.00 26.58 -0.1235
N -18.50 6.95 29.36 0.0455
H -15.83 8.26 31.02 0.0660
H -16.54 6.54 31.18 0.0611
H -17.25 8.00 32.02 0.0664
H -17.99 8.99 30.01 0.1391
H -16.04 7.23 28.50 0.1283
H -15.91 9.01 28.95 0.1083
H -15.55 9.67 26.98 0.0865
H -16.85 9.53 25.78 0.0835
H -15.95 8.05 26.16 0.0929
H -18.74 7.04 28.34 0.1005
H -19.25 6.69 30.01 0.0317
C -12.07 8.52 38.77 -0.0533
C -11.57 7.02 38.66 -0.4030
C -12.70 6.02 39.12 -0.2112
O -12.08 4.77 39.24 -0.1823
C -12.99 3.88 39.79 -0.1306
N -11.12 6.81 37.31 0.0480
H -11.26 9.20 38.57 0.0653
H -12.46 8.72 39.75 0.0556
H -12.96 8.74 38.15 0.0749
H -10.76 6.88 39.39 0.1318
H -13.54 6.05 38.37 0.1397
H -12.95 6.51 40.06 0.1186
H -13.83 3.60 39.11 0.0960
H -13.51 4.18 40.65 0.0660
H -12.36 3.08 40.03 0.0766
H -11.79 7.17 36.62 0.0622
H -10.89 5.85 37.11 0.0237
C -12.85 8.38 24.78 -0.0613
C -12.85 9.24 23.62 -0.4466
C -12.77 10.79 24.04 -0.1966
O -13.74 10.96 25.00 -0.2448
C -13.94 12.31 25.33 -0.1151
N -11.80 8.92 22.68 0.0542
H -11.96 8.57 25.42 0.0910
H -12.87 7.35 24.53 0.0625
H -13.73 8.63 25.37 0.0703
H -13.74 9.09 23.01 0.0933
H -12.90 11.55 23.23 0.1306
H -11.72 10.96 24.55 0.1461
H -12.98 12.72 25.76 0.1031
H -14.71 12.34 26.09 0.0780
H -14.32 12.92 24.50 0.0919
H -11.80 9.38 21.79 0.0775
H -10.87 8.90 23.07 0.0655
C -7.41 3.19 29.83 -0.0302
C -8.32 4.13 30.73 -0.3911
C -9.60 3.48 31.07 -0.2287
O -10.24 3.02 29.91 -0.1616
C -11.55 2.57 29.98 -0.1085
N -7.67 4.44 32.05 0.0499
H -6.37 3.15 30.20 0.0747
H -7.47 3.58 28.82 0.0545
H -7.74 2.13 29.88 0.0876
H -8.50 5.04 30.07 0.1045
H -10.25 4.18 31.52 0.0912
H -9.33 2.67 31.83 0.1474
H -11.90 2.32 28.98 0.0860
H -12.32 3.21 30.44 0.0634
H -11.72 1.64 30.59 0.0888
H -6.68 4.63 31.96 0.0736
H -8.15 5.19 32.57 0.0534
C -13.93 1.37 36.23 -0.0761
C -12.47 1.30 36.08 -0.4084
C -12.10 0.64 34.73 -0.1604
O -10.68 0.42 34.72 -0.2274
C -10.24 -0.79 34.07 -0.0782
N -11.95 2.71 36.12 0.0647
H -14.40 1.89 35.44 0.0535
H -14.22 1.86 37.23 0.1043
H -14.39 0.37 36.28 0.0772
H -12.02 0.69 36.86 0.1411
H -12.44 1.19 33.81 0.1295
H -12.63 -0.34 34.62 0.1070
H -10.37 -0.72 32.98 0.0945
H -10.73 -1.64 34.57 0.0961
H -9.17 -0.92 34.27 0.0726
H -11.97 3.01 37.10 0.0760
H -10.92 2.54 36.04 0.0591
C -14.48 4.78 34.62 -0.0432
C -13.20 4.65 33.82 -0.4616
C -13.22 5.25 32.47 -0.1915
O -14.32 4.66 31.67 -0.1698
C -14.12 5.38 30.45 -0.1233
N -12.02 5.10 34.52 0.0816
H -14.80 5.83 34.79 0.0488
H -14.37 4.29 35.61 0.0753
H -15.29 4.34 34.02 0.0832
H -13.19 3.54 33.65 0.1289
H -12.29 5.07 31.97 0.0944
H -13.31 6.31 32.61 0.1140
H -13.09 5.35 30.14 0.0699
H -14.38 6.43 30.48 0.0565
H -14.84 4.90 29.72 0.0761
H -11.79 4.47 35.27 0.0185
H -11.25 5.05 33.90 0.0424